{
  "formula": "C37H54IrNO2",
  "method": "wB97M-V/def2-TZVPD",
  "elements": ["Ir", "C", "C", "C", "C", "C", "C", "C", "C", "C", "C", "C", "C", "C", "C", "C", "C", "C", "H", "H", "H", "H", "H", "H", "H", "H", "H", "H", "H", "H", "H", "H", "H", "H", "H", "H", "H", "H", "H", "H", "H", "H", "H", "H", "H", "H", "H", "C", "C", "O", "C", "C", "C", "C", "C", "C", "O", "H", "H", "H", "H", "H", "H", "H", "C", "C", "C", "C", "C", "C", "C", "C", "N", "C", "C", "C", "C", "H", "H", "H", "H", "H", "H", "H", "H", "H", "H", "H", "H", "H", "H", "H", "H", "H", "H"],
  "coordinates": [[0.022, 0.631, 0.229], [-1.440, -1.961, 0.460], [-0.521, -2.531, 1.359], [-0.212, -1.511, 2.339], [-1.007, -0.363, 2.008], [-1.811, -0.645, 0.853], [-3.151, -0.005, 0.544], [-3.642, -0.418, -0.846], [-3.104, 1.525, 0.627], [-4.124, -0.530, 1.615], [0.719, -1.458, 3.537], [0.506, -2.612, 4.531], [2.181, -1.443, 3.049], [0.508, -0.160, 4.336], [-0.225, -4.020, 1.270], [1.245, -4.402, 1.479], [-0.635, -4.586, -0.103], [-1.096, -4.739, 2.322], [-1.880, -2.466, -0.373], [-1.275, 0.391, 2.732], [-2.946, -0.089, -1.616], [-4.611, 0.029, -1.049], [-3.759, -1.495, -0.918], [-2.375, 1.933, -0.070], [-2.852, 1.868, 1.626], [-4.079, 1.934, 0.372], [-4.208, -1.612, 1.557], [-5.111, -0.097, 1.472], [-3.775, -0.268, 2.611], [0.889, -3.555, 4.157], [-0.552, -2.719, 4.765], [1.036, -2.387, 5.456], [2.398, -2.277, 2.393], [2.854, -1.486, 3.904], [2.372, -0.526, 2.500], [-0.465, -0.145, 4.821], [0.596, 0.712, 3.698], [1.265, -0.089, 5.115], [1.877, -3.939, 0.725], [1.354, -5.482, 1.391], [1.605, -4.118, 2.460], [-0.174, -4.031, -0.916], [-1.713, -4.584, -0.244], [-0.307, -5.619, -0.174], [-0.810, -4.464, 3.328], [-0.985, -5.816, 2.215], [-2.146, -4.489, 2.189], [2.731, 2.731, 3.329], [2.071, 2.531, 1.991], [1.650, 1.403, 1.702], [1.940, 3.687, 1.136], [2.807, 4.782, 1.252], [2.700, 5.875, 0.429], [1.675, 5.922, -0.519], [0.793, 4.884, -0.644], [0.878, 3.725, 0.173], [-0.026, 2.826, 0.079], [2.599, 1.843, 3.938], [2.294, 3.592, 3.830], [3.795, 2.910, 3.202], [3.601, 4.744, 1.980], [3.391, 6.696, 0.516], [1.573, 6.783, -1.161], [-0.012, 4.920, -1.360], [-1.088, -0.012, -6.583], [-1.019, 0.576, -5.208], [-1.730, 1.736, -4.903], [-1.711, 2.264, -3.610], [-2.496, 3.493, -3.267], [-0.955, 1.631, -2.651], [-0.150, 0.490, -2.926], [-0.252, -0.041, -4.238], [0.615, 0.042, -1.920], [1.917, -0.574, -2.033], [2.267, -1.371, -3.293], [2.099, -1.503, -0.829], [2.921, 0.596, -1.923], [-1.708, 0.591, -7.237], [-1.503, -1.015, -6.543], [-0.096, -0.083, -7.025], [-2.307, 2.232, -5.667], [-2.787, 4.030, -4.166], [-1.919, 4.161, -2.631], [-3.399, 3.216, -2.723], [-0.874, 2.074, -1.670], [0.225, -0.969, -4.490], [1.558, -2.177, -3.460], [3.244, -1.830, -3.150], [2.334, -0.736, -4.171], [1.482, -2.390, -0.948], [1.806, -0.992, 0.093], [3.139, -1.808, -0.746], [2.788, 1.284, -2.755], [3.936, 0.209, -1.942], [2.765, 1.137, -0.993]],
  "mulliken_spin": [0.31, 0.09, 0.01, 0.05, -0.01, 0.28, -0.09, 0.03, 0.01, 0.01, 0.06, 0.02, 0.03, 0.02, 0.02, 0.00, 0.00, 0.01, 0.01, -0.02, -0.01, 0.00, 0.00, 0.00, 0.00, 0.00, 0.00, 0.00, 0.00, 0.00, 0.00, 0.00, 0.00, 0.00, 0.00, 0.00, -0.01, 0.00, 0.00, 0.00, 0.00, 0.00, 0.00, 0.00, 0.00, 0.00, 0.00, 0.01, 0.00, 0.06, -0.02, 0.00, 0.00, 0.00, 0.00, 0.02, 0.08, 0.00, 0.00, 0.00, 0.00, 0.00, 0.00, 0.00, 0.00, -0.01, 0.00, 0.00, 0.00, 0.02, -0.03, 0.01, -0.02, -0.04, 0.00, 0.07, 0.01, 0.00, 0.00, 0.00, 0.00, 0.00, 0.00, 0.00, 0.00, 0.00, 0.00, 0.00, 0.00, -0.01, 0.01, 0.00, 0.00, 0.00, 0.00],
  "multiplicity": 2,
  "e_homo_ev": [-10.04, -9.97],
  "de_lowest_kcal_mol": 129.9,
  "e_tot_ha": -1751.44787,
  "charge": 1,
  "orbital_gap_ha": [0.169, 0.171]
}